Record 1
Here is 2 unconnected molecules or ions with the total composition C6H15N2 from the OMol25 dataset. Energies are from ωB97M-V/def2-TZVPD.

Structure (XYZ):
```
23
Properties=species:S:1:pos:R:3:forces:R:3
H 2.03881 0.09142 1.29997 -0.4 -0.6 1.0
C 1.00304 0.43738 1.27652 -2.1 3.4 0.8
N -1.00536 -1.79706 1.26778 -4.8 -1.5 0.2
H -1.27823 2.71413 -1.58249 -0.2 -0.7 0.4
H 1.49565 0.33579 -1.86254 -0.1 -0.6 -0.4
H -1.41128 1.43417 0.55906 0.0 -0.9 -0.7
H -2.00613 1.24975 -2.20787 0.2 -0.1 0.3
H 0.95992 -2.25355 -1.99109 -0.2 0.0 -0.4
H 2.29092 -0.52163 -0.52611 -0.4 0.1 -0.4
C 0.44997 0.48023 0.00433 0.2 -0.7 -0.9
C 0.48036 -1.67286 -1.21211 1.7 1.1 -0.3
H 0.51334 -2.30254 -0.30411 -0.3 0.6 -0.5
H -1.44180 -2.07694 2.21414 1.1 1.0 -2.1
H -0.53902 -1.37589 -1.49016 0.2 -0.5 0.1
H -1.83181 -1.45575 0.59285 2.7 -0.9 2.2
C 1.31930 -0.30964 -1.00147 -1.6 -0.4 0.7
C -1.10106 1.61441 -1.70013 -0.5 0.3 1.0
H 0.47662 2.12038 2.41575 -0.4 -0.5 -0.4
C -0.83237 1.03111 -0.30577 2.3 2.0 -0.1
H 0.64822 0.70995 3.26270 -0.3 0.5 -0.7
H -0.26890 1.59221 -2.38507 0.3 -0.7 0.0
H -0.27058 -1.15073 1.31477 0.2 0.6 0.5
N 0.31038 1.10564 2.36107 2.4 -1.7 -0.2
```
Forces are in eV/Å.

## Properties
Kohn-Sham gap ... 0.238 Eh
LUMO level ... -0.2464 hartree
ΔE to the lowest compared entry with this formula, charge and spin ... 422.9 kJ/mol
Total charge ... +1
HOMO level ... -0.48436 Ha
2S+1 ... 1

---

Record 2
Here is a molecular structure, C6H8S2 from the OMol25 dataset. Energies are from ωB97M-V/def2-TZVPD.

Structure (XYZ):
```
16
Properties=species:S:1:pos:R:3:forces:R:3
H -0.44042 -0.09376 -1.90578 0.1 0.4 0.1
H 0.12265 -2.58723 -0.93348 0.1 1.1 0.0
C 0.27251 -1.57413 -0.48669 0.3 -0.8 1.1
H 0.60734 2.36944 -1.03819 0.3 -0.4 0.9
C 0.53509 0.46845 0.05846 -0.2 0.6 -0.3
H 0.22200 0.26184 2.36228 0.3 -0.2 -0.3
C -0.49300 -0.28591 -0.83564 0.1 -0.7 -0.4
H 0.10120 -2.48582 1.65661 -0.2 1.4 -0.5
H -2.89378 -0.14480 -1.44247 0.7 0.0 0.4
H 1.51385 2.34081 0.54523 -0.3 0.0 -0.2
C 0.15762 -1.53428 1.06004 0.3 -0.5 0.7
C 0.31522 -0.23790 1.39841 -0.6 -1.1 -0.1
S -2.21628 -0.26156 -0.25986 -0.7 0.2 -0.2
S 1.87788 -0.64042 -0.68690 -0.3 0.3 -0.5
C 0.62001 1.98628 0.01744 -0.7 0.2 -0.5
H -0.30190 2.41898 0.49053 0.8 -0.4 -0.2
```
Forces are in eV/Å.

## Properties
Kohn-Sham gap ... 0.333 Eh
LUMO level ... 0.0259 hartree
ΔE to the lowest compared entry with this formula, charge and spin ... 187.3 kJ/mol
HOMO level ... -0.30674 Ha
2S+1 ... 1

---

Record 3
Here is a single C3H3NO molecule from the OMol25 dataset. Energies are from ωB97M-V/def2-TZVPD.

Structure (XYZ):
```
8
Properties=species:S:1:pos:R:3:forces:R:3
O 1.49123 -0.97069 -0.08155 6.7 1.6 2.3
N 1.56150 0.45385 0.06913 -6.6 -0.2 -1.7
H 0.29905 1.88284 -0.06200 -1.0 2.9 0.0
C 0.27014 0.86655 -0.08851 3.9 -3.2 1.3
H 2.57630 -0.91632 0.23758 -4.4 -2.0 -1.5
C -0.91777 0.02851 -0.06472 -9.2 -1.2 0.7
H -3.01650 -1.06394 -0.07664 0.4 0.7 0.3
C -2.26396 -0.28080 0.06671 10.2 1.4 -1.4
```
Forces are in eV/Å.

## Properties
Kohn-Sham gap ... 0.325 Eh
LUMO level ... -0.0144 hartree
ΔE to the lowest compared entry with this formula, charge and spin ... 576.5 kJ/mol
SMILES ... C#C/C=N\O
HOMO level ... -0.33973 Ha
2S+1 ... 1

---

Record 4
Here is a molecular structure, C35H35MnN4O4S2Te from the OMol25 dataset. Energies are from ωB97M-V/def2-TZVPD.

Structure (XYZ):
```
82
Properties=species:S:1:pos:R:3:forces:R:3
H -4.25016 -0.40753 2.79536 0.0 0.1 0.1
C -0.08129 5.52245 -3.27743 0.1 -0.2 0.1
C 1.37257 -5.29455 1.93436 0.0 0.1 -0.1
C 5.00162 2.22592 -1.39645 -0.1 -0.1 0.1
C 0.77034 -4.26314 2.64066 0.0 0.0 -0.2
C -4.64412 -2.33352 1.94035 0.0 0.0 0.0
H 5.67992 2.98429 -1.74892 0.0 0.1 -0.1
H -3.19675 4.28204 -3.69445 0.0 0.0 -0.1
H 1.02727 -6.95397 3.23275 0.0 -0.1 0.1
H 1.17541 3.24520 3.41802 0.1 -0.1 0.0
N 2.23944 2.05911 2.03360 0.4 -0.1 0.1
H -2.20936 2.02493 -3.48691 0.0 -0.1 -0.1
C 0.36446 4.11018 -1.38968 0.1 -0.1 0.0
C 3.24642 0.38431 -0.44110 0.9 0.1 -0.2
N -0.54224 0.39978 -0.46413 0.9 -0.8 0.8
O -2.13865 -0.16526 -1.89466 -0.1 0.3 0.0
O 0.94345 1.90194 -1.74054 0.0 -0.6 -0.1
O -0.02627 1.10974 1.76750 -1.0 -0.6 -0.9
C 1.57822 -5.12673 0.56983 -0.1 0.1 0.1
C -3.24309 4.61763 -1.58155 0.0 0.0 0.1
H -2.25827 -0.00667 1.41229 0.0 0.0 0.1
H -5.51696 -2.51470 2.54891 -0.1 0.0 0.1
C 1.41630 -3.81663 -1.56017 0.1 -0.1 -0.1
S 0.52290 3.80310 0.28698 0.4 -0.5 0.4
H -3.69364 5.59489 -1.67022 -0.1 0.1 0.0
C 1.83123 -6.53636 2.63024 0.0 0.0 0.1
C 0.31644 -3.11457 2.00343 -0.1 0.2 0.0
H 4.66824 -1.12221 -0.97945 0.1 -0.1 0.0
C -3.11764 -3.07785 0.22470 0.1 0.2 0.0
C 1.43606 2.19877 3.24815 -0.9 -0.4 0.1
H 2.24005 -4.45634 -1.86944 0.0 0.0 0.0
H 1.91920 1.79201 4.13949 0.0 0.1 -0.1
C 5.34847 0.87301 -1.44333 -0.1 0.1 0.0
H 0.42908 -1.74795 3.62843 0.0 0.1 0.1
O -0.64995 1.14657 3.89357 -0.2 0.0 -0.2
N 0.60609 3.07612 -2.23038 -0.1 1.0 0.2
H 2.09245 -5.89470 0.01028 0.1 -0.1 -0.1
H -4.79497 -4.20477 0.91793 -0.1 -0.1 -0.1
C 3.77459 2.58604 -0.88249 0.0 0.5 -0.1
H -0.34546 -1.10456 2.17367 -0.1 0.0 0.3
H -2.15973 2.43174 0.76502 0.0 0.0 0.0
C 0.49212 3.22217 -3.56247 0.1 0.0 -0.4
C -3.93977 -1.14981 2.07695 0.0 0.0 -0.1
C 0.45031 -3.00737 0.62291 0.0 0.0 0.1
C 0.02129 5.35535 -1.91612 0.0 -0.2 -0.2
C -2.39817 2.62395 -2.60961 0.0 0.0 0.1
Mn 0.99328 1.49460 0.27092 -0.3 1.3 -0.3
H -2.36323 -3.56221 -1.70239 -0.1 -0.2 -0.1
H 3.46601 3.62472 -0.84468 -0.1 0.0 0.0
C -2.40729 -1.89206 0.39283 0.0 0.0 0.1
H -3.24196 4.64146 0.55731 0.0 0.1 0.1
C -0.24157 -1.98693 2.80376 0.0 0.1 0.0
C -1.55456 0.73555 -1.25087 -0.7 0.0 -0.8
H 1.68770 -2.77387 -1.76554 0.1 -0.3 -0.1
C 1.13433 -3.99548 -0.09547 -0.1 0.3 -0.2
N 2.92094 1.68054 -0.40197 0.4 -1.1 -0.1
C 0.11154 1.42316 3.00635 1.3 0.9 1.4
H -1.21278 -2.23644 3.22861 -0.1 0.1 0.0
H 2.66328 -6.31133 3.29599 0.1 0.0 0.1
H 2.79439 2.90423 1.89581 -0.2 -0.2 -0.3
H 0.05201 4.52028 -5.18359 0.1 -0.1 -0.1
C -2.37215 2.84927 -0.20987 -0.1 -0.2 -0.1
C -2.97310 4.09122 -0.32978 -0.1 0.0 0.0
C 0.14837 4.43076 -4.11398 0.1 0.0 0.2
C 4.46156 -0.06521 -0.97106 -0.2 0.3 0.1
C -2.95332 3.88401 -2.72109 -0.1 -0.1 -0.1
C -4.23918 -3.28440 1.01896 0.0 0.0 0.0
S 2.05050 -0.60812 0.28725 0.3 0.2 0.3
C -2.81861 -0.92498 1.29722 0.1 0.1 -0.1
H 0.65076 -4.34668 3.71195 0.0 0.0 0.1
C -2.07086 2.11818 -1.35351 -0.2 0.2 0.1
C -2.66385 -4.08106 -0.78682 0.0 -0.1 0.0
H 0.68881 2.33425 -4.14081 0.0 -0.1 0.0
Te -0.60438 -1.64998 -0.70493 -0.7 -0.3 0.2
H 0.54181 -4.07326 -2.16553 0.1 0.0 -0.1
H 2.16143 -7.28649 1.91706 0.0 -0.1 0.0
H -0.34071 6.48490 -3.68456 -0.1 0.1 -0.1
H 6.30673 0.57445 -1.83866 0.1 0.0 -0.1
H -0.16938 6.15743 -1.22349 0.0 0.1 0.1
H -1.80536 -4.63892 -0.40692 0.1 -0.1 0.0
H -3.45472 -4.78719 -1.02823 0.0 0.0 -0.1
H 2.89609 1.28358 2.16388 -0.2 0.2 -0.2
```
Forces are in eV/Å.

## Properties
Kohn-Sham gap (spin up / spin down) ... 0.252 / 0.260 Eh
<S²> ... 1.0997
LUMO level (spin up / spin down) ... -0.1531 / -0.1454 hartree
ΔE to the lowest compared entry with this formula, charge and spin ... 218.1 kJ/mol
Total charge ... +1
HOMO level (spin up / spin down) ... -0.40460 / -0.40498 Ha
2S+1 ... 2

---

| no. | molar mass (g/mol) |
| --- | --- |
| 1 | 115.20 |
| 2 | 144.26 |
| 3 | 69.06 |
| 4 | 822.36 |